[1]
Here is the molecule C22H33Cl2N3O4 from the Open Molecules 2025 dataset. Energies are from the ωB97M-V functional and the def2-TZVPD basis.

The value obtained for the energy is -61057.4527 eV. The value obtained for the HOMO energy is -0.2922 hartree. As for the multiplicity: 1. Its orbital gap is 8.56 eV. The strongest force on any atom comes out at 0.6 eV/A. The SMILES is CCOC(=O)[C@@H](NC(=O)[C@H](Cc1ccc(N(CCCl)CCCl)cc1)NC(C)=O)C(C)C.

Last column: Mulliken charge in e.
Cartesian coordinates (Å):
C  -0.1460  3.5970  3.3188  -1.532
C  0.2099  2.2080  2.8275  0.292
O  -0.8566  1.7327  1.9956  -0.379
C  -0.7700  0.5037  1.5259  -0.417
O  0.1399  -0.2585  1.7556  -0.588
C  -1.9563  0.1621  0.6287  -0.013
N  -1.4617  -0.0043  -0.7212  0.175
C  -1.7818  0.8438  -1.7183  0.226
O  -2.5621  1.7668  -1.5969  -0.727
C  -1.0971  0.5389  -3.0483  0.194
C  0.3564  1.0703  -3.0441  -1.496
C  1.2010  0.4341  -1.9811  0.281
C  1.7546  1.1758  -0.9483  -0.928
C  2.5119  0.5824  0.0434  -0.361
C  2.7355  -0.7981  0.0597  1.532
N  3.5165  -1.4113  1.0308  -0.001
C  3.3251  -2.8158  1.3131  -1.248
C  1.9311  -3.1192  1.8713  0.604
Cl  1.6664  -4.8799  1.9260  -0.229
C  4.1052  -0.6234  2.0848  -1.423
C  3.1051  -0.2503  3.1900  1.065
Cl  3.5374  1.3095  3.9446  -0.224
C  2.1802  -1.5408  -0.9905  -0.401
C  1.4435  -0.9360  -1.9873  -0.621
N  -1.8645  1.1711  -4.0917  -0.173
C  -1.9754  0.6481  -5.3330  0.729
C  -2.8986  1.4321  -6.2404  -1.261
O  -1.3746  -0.3496  -5.6730  -0.630
C  -2.6563  -1.1119  1.1349  0.851
C  -3.1609  -0.8918  2.5585  -1.559
C  -3.8061  -1.4861  0.2056  -1.576
H  0.6616  3.9777  3.9369  0.413
H  -1.0604  3.5670  3.9047  0.351
H  -0.2956  4.2643  2.4748  0.348
H  0.3426  1.5124  3.6633  0.276
H  1.1317  2.2214  2.2378  0.016
H  -2.6500  1.0083  0.6111  0.626
H  -0.7319  -0.6889  -0.8616  0.294
H  -1.0849  -0.5398  -3.2403  0.443
H  0.3303  2.1533  -2.9073  0.300
H  0.7728  0.8569  -4.0318  0.414
H  1.5912  2.2441  -0.9138  0.313
H  2.9167  1.2182  0.8131  0.085
H  3.4840  -3.4011  0.4034  0.487
H  4.0838  -3.1289  2.0331  0.425
H  1.1589  -2.6860  1.2368  -0.286
H  1.8105  -2.7437  2.8857  0.211
H  4.9372  -1.1901  2.5113  0.387
H  4.5276  0.2835  1.6466  0.548
H  2.1054  -0.1435  2.7684  -0.723
H  3.0929  -0.9864  3.9928  0.438
H  2.3311  -2.6057  -1.0519  0.280
H  1.0534  -1.5422  -2.7928  0.441
H  -2.4270  1.9553  -3.7897  0.302
H  -2.9143  0.9705  -7.2232  0.347
H  -2.5513  2.4588  -6.3285  0.324
H  -3.9052  1.4382  -5.8286  0.327
H  -1.9150  -1.9188  1.1408  0.183
H  -3.6670  -1.7840  2.9184  0.462
H  -3.8626  -0.0612  2.5878  0.378
H  -2.3363  -0.6728  3.2332  0.299
H  -4.5422  -0.6862  0.1772  0.357
H  -3.4480  -1.6577  -0.8061  0.301
H  -4.2919  -2.3925  0.5577  0.473

Cartesian forces (eV/Å) of the 3 atoms listed first:
C -0.0701 -0.3883 -0.2407
C 0.3903 0.0566 0.3054
O -0.2749 0.5055 0.0714

=====

[2]
Here is the ion C5H10NO3 with charge +1 in a non-equilibrium geometry from the Open Molecules 2025 dataset. Energies are from the ωB97M-V functional and the def2-TZVPD basis.

The value obtained for the energy is -12973.0655 eV. As for the charge: +1. The value obtained for the HOMO energy is -0.5510 hartree. As for the multiplicity: 1. Its orbital gap is 10.59 eV. The strongest force on any atom comes out at 2.5 eV/A. The SMILES is COC(=O)[C@H](O)C(C)=[NH2+].

Last column: Mulliken charge in e.
Cartesian coordinates (Å):
C  -2.9364  0.8283  0.1571  -0.694
O  -1.5578  0.4988  -0.0993  -0.269
C  -1.1635  -0.7344  -0.0114  0.785
O  -1.7200  -1.7393  0.2958  -0.548
C  0.3999  -0.8500  -0.4933  -0.018
O  0.7681  -2.1810  -0.3204  -0.652
C  1.5468  0.0336  0.0131  0.616
C  1.4795  1.4888  -0.0817  -1.159
N  2.5438  -0.6152  0.5039  -0.234
H  -2.9719  1.4636  1.0414  0.278
H  -3.5300  -0.0704  0.3097  0.354
H  -3.2949  1.3830  -0.7095  0.265
H  0.3136  -0.6074  -1.5700  0.329
H  -0.0280  -2.7013  -0.0956  0.389
H  0.7279  1.8563  0.6216  0.294
H  2.4349  1.9583  0.1415  0.430
H  1.1371  1.7993  -1.0669  0.338
H  2.4608  -1.6376  0.5209  0.238
H  3.3900  -0.1733  0.8432  0.258

Cartesian forces (eV/Å) of the 3 atoms listed first:
C -0.6408 0.1730 0.0758
O 0.0171 0.3902 -0.0773
C 2.4984 0.1895 -0.0402

=====

[3]
Here is a cluster of 2 separate species, C2H5FN2O3 in total in a non-equilibrium geometry from the Open Molecules 2025 dataset. Energies are from the ωB97M-V functional and the def2-TZVPD basis.

The value obtained for the energy is -13986.3622 eV. The value obtained for the HOMO energy (alpha / beta) is -0.3861 / -0.4076 hartree. As for the multiplicity: 3. Its orbital gap (alpha / beta) is 10.63 / 7.26 eV. The strongest force on any atom comes out at 3.8 eV/A.

Last column: Löwdin spin population.
Cartesian coordinates (Å):
C  0.3581  -0.0357  -0.7730  0.088
C  1.4674  0.1209  0.3537  0.077
N  -0.8819  -0.1436  -0.1972  0.662
N  -1.7437  0.8466  -0.0247  0.019
O  -1.1385  1.8584  0.3470  0.168
O  -2.9167  0.6934  -0.1090  0.025
O  1.6052  -1.0010  1.1242  0.020
F  -2.1784  -2.2627  -0.3882  0.909
H  0.4379  0.7953  -1.4872  0.006
H  0.5938  -0.9938  -1.2520  0.019
H  1.1716  1.0143  0.9249  0.001
H  2.4246  0.2863  -0.1518  0.005
H  0.8006  -1.1784  1.6334  0.001

Cartesian forces (eV/Å) of the 3 atoms listed first:
C 1.5603 0.6718 -0.7166
C -0.4511 1.0974 -0.5964
N -1.5383 -3.4973 0.4324

=====

[4]
Here is the molecule C4H8N2 in a non-equilibrium geometry from the Open Molecules 2025 dataset. Energies are from the ωB97M-V functional and the def2-TZVPD basis.

The value obtained for the energy is -7252.5567 eV. The value obtained for the HOMO energy (alpha / beta) is -0.2920 / -0.2921 hartree. As for the multiplicity: 1. Its orbital gap (alpha / beta) is 8.12 / 7.96 eV. The strongest force on any atom comes out at 3.5 eV/A.

Last column: Mulliken charge in e.
Cartesian coordinates (Å):
C  -0.3311  -0.8751  0.2024  -0.480
C  -0.9492  0.4230  -0.1759  -0.370
C  1.2530  -0.5075  0.1897  -0.108
C  -1.1842  1.4961  0.7978  -0.847
N  2.0115  -1.4982  -1.8165  -0.748
N  2.0073  -0.9940  -0.6619  0.204
H  -0.5669  -1.3597  1.2415  0.259
H  -0.5132  -1.7469  -0.4716  0.322
H  -0.6530  0.6051  -1.1446  0.363
H  1.7140  0.1494  0.9679  0.332
H  -1.3416  2.5289  0.3179  0.280
H  -0.5966  1.6289  1.8055  0.265
H  -2.1583  1.3346  1.2613  0.297
H  1.3083  -1.1848  -2.5136  0.232

Cartesian forces (eV/Å) of the 3 atoms listed first:
C 0.7288 -1.1102 2.0655
C 1.0953 -1.6991 2.1257
C -2.6316 0.3328 2.2216

=====

[5]
Here is the molecule C2H4BFO in a non-equilibrium geometry from the Open Molecules 2025 dataset. Energies are from the ωB97M-V functional and the def2-TZVPD basis.

The value obtained for the energy is -7576.5124 eV. The value obtained for the HOMO energy is -0.3543 hartree. As for the multiplicity: 1. Its orbital gap is 8.98 eV. The strongest force on any atom comes out at 5.8 eV/A. The SMILES is O=CBCF.

Last column: Mulliken charge in e.
Cartesian coordinates (Å):
O  1.7819  -2.0611  -0.6493  -0.401
C  0.6227  -1.7282  -0.7128  0.061
B  -0.0789  -0.2584  0.1426  0.214
C  -0.2150  1.5316  0.2731  -0.414
F  -1.5581  1.8662  0.5597  -0.258
H  -0.2422  -2.4184  -1.1132  0.237
H  -0.9134  -0.6942  1.0406  -0.026
H  0.4248  1.8446  1.0163  0.265
H  0.1783  1.9179  -0.5568  0.321

Cartesian forces (eV/Å) of the 3 atoms listed first:
O -1.3031 0.2053 -0.3124
C -0.9297 1.5852 1.1940
B -1.4388 -0.0907 1.1882

=====

[6]
Here is a structure of composition C17H16F6N2O7S10Ti in a non-equilibrium geometry from the Open Molecules 2025 dataset. Energies are from the ωB97M-V functional and the def2-TZVPD basis.

The value obtained for the energy is -182976.9028 eV. As for the charge: -2. The value obtained for the HOMO energy is -0.0879 hartree. As for the multiplicity: 1. Its orbital gap is 5.55 eV. The strongest force on any atom comes out at 2.7 eV/A.

Last column: Mulliken charge in e.
Cartesian coordinates (Å):
Ti  0.4528  0.5754  0.1459  1.136
S  2.8362  0.0525  7.1789  -0.325
C  2.3279  0.1613  5.6112  0.123
S  2.6623  1.5003  4.5890  -0.135
C  1.7987  0.9588  3.1666  0.283
C  1.2125  -0.2332  3.2616  0.018
S  0.2779  -1.0123  2.0182  -0.392
S  1.4106  -1.0424  4.8036  -0.097
S  1.7154  1.9970  1.7734  -0.334
F  -4.7103  0.1626  0.4260  -0.098
C  -5.8947  0.6785  -0.2686  -0.679
F  -5.2442  1.1181  -1.5181  -0.148
F  -5.9440  1.9605  0.3715  -0.195
S  -2.4906  0.6705  -1.2805  1.518
O  -1.2321  0.3085  -0.2570  -0.714
O  -2.5104  -0.3731  -2.2960  -0.789
N  -1.6896  1.9928  -2.0717  -0.529
S  -0.8114  2.8910  -1.1966  0.816
O  0.5364  2.2742  -0.7968  -0.375
O  -0.6569  4.2508  -1.6088  -0.663
C  -1.6485  3.1088  0.5345  0.571
F  -2.9400  2.9263  0.4187  -0.223
F  -1.1764  2.2811  1.5023  -0.114
F  -1.4303  4.3591  0.9277  -0.252
C  4.6754  -0.3167  0.3611  -1.246
C  3.5821  0.2953  -0.4797  -0.290
O  2.3031  -0.2308  -0.0329  0.386
H  5.6412  0.1056  0.0717  0.404
H  4.7058  -1.4013  0.2259  0.354
H  4.4967  -0.1034  1.4184  0.239
H  3.7098  0.0860  -1.5333  0.338
H  3.5401  1.3642  -0.3364  0.306
H  2.2122  -1.2169  -0.2613  -0.090
S  1.3170  0.1282  -2.8016  -0.328
C  0.3466  0.0759  -4.1441  0.315
N  -0.9454  -0.1821  -4.1871  -0.071
C  -1.6342  0.0280  -5.4516  -0.650
C  -0.5835  -0.1627  -6.5373  -0.520
S  0.9795  0.3635  -5.7680  -0.163
H  -1.4793  -0.2486  -3.3247  0.129
H  -2.0524  1.0371  -5.4852  0.296
H  -2.4523  -0.6821  -5.5492  0.339
H  -0.7820  0.4487  -7.4140  0.369
H  -0.4924  -1.2058  -6.8343  0.302
O  -0.1012  -8.6862  2.0354  -0.506
C  0.0897  -8.3838  0.7229  0.631
O  0.0985  -9.2898  -0.0645  -0.601
C  0.2683  -6.9492  0.3822  0.933
C  0.4156  -5.9361  1.3311  -0.770
C  0.5825  -4.6158  0.9558  -1.089
C  0.6129  -4.2405  -0.4002  0.505
S  0.8736  -2.5942  -0.9051  -0.244
C  0.4381  -5.2665  -1.3510  -0.536
C  0.2807  -6.5854  -0.9656  -0.639
H  -0.1569  -7.8702  2.5418  0.288
H  0.4323  -6.1580  2.3967  0.165
H  0.6918  -3.8415  1.7061  0.280
H  0.4333  -4.9909  -2.3986  0.383
H  0.1596  -7.3708  -1.7040  0.381

Cartesian forces (eV/Å) of the 3 atoms listed first:
Ti 1.9635 -1.4911 1.1430
S 0.0747 -0.0412 0.1327
C 0.0013 0.0312 -0.1527

=====

Which of these has the highest energy? C4H8N2

=====

Please write out number 5 again, unchanged.
Here is the molecule C2H4BFO in a non-equilibrium geometry from the Open Molecules 2025 dataset. Energies are from the ωB97M-V functional and the def2-TZVPD basis.

The value obtained for the energy is -7576.5124 eV. The value obtained for the HOMO energy is -0.3543 hartree. As for the multiplicity: 1. Its orbital gap is 8.98 eV. The strongest force on any atom comes out at 5.8 eV/A. The SMILES is O=CBCF.

Last column: Mulliken charge in e.
Cartesian coordinates (Å):
O  1.7819  -2.0611  -0.6493  -0.401
C  0.6227  -1.7282  -0.7128  0.061
B  -0.0789  -0.2584  0.1426  0.214
C  -0.2150  1.5316  0.2731  -0.414
F  -1.5581  1.8662  0.5597  -0.258
H  -0.2422  -2.4184  -1.1132  0.237
H  -0.9134  -0.6942  1.0406  -0.026
H  0.4248  1.8446  1.0163  0.265
H  0.1783  1.9179  -0.5568  0.321

Cartesian forces (eV/Å) of the 3 atoms listed first:
O -1.3031 0.2053 -0.3124
C -0.9297 1.5852 1.1940
B -1.4388 -0.0907 1.1882

=====

What is the formula in the second record? C5H10NO3